Density functional theory data (the ωB97M-V functional and the def2-TZVPD basis) for a cluster of 12 separate species, H24O12 in total at a distorted geometry.

* gap between HOMO and LUMO: 10.046 eV
* LUMO energy: 0.0885 eV
* molar mass: 216.18 u
* SMILES: O.O.O.O.O.O.O.O.O.O.O.O
* charge: 0
* calculated total energy: -24959.959 eV

Last column: Mulliken charge in e.
Atoms and positions in Å:
O 0.11 -2.02 -2.72  -0.56
H 0.07 -2.32 -3.60  0.25
H 0.03 -1.04 -2.75  0.32
O -2.58 0.36 -0.78  -0.67
H -2.45 0.26 -1.71  0.28
H -2.45 1.30 -0.65  0.45
O 1.87 1.43 -1.54  -0.65
H 1.25 1.16 -0.85  0.35
H 1.70 2.36 -1.75  0.24
O -2.52 1.00 2.11  -0.57
H -2.05 0.87 2.99  0.34
H -2.28 0.14 1.82  0.26
O -1.99 -1.65 1.66  -0.60
H -2.04 -2.32 2.31  0.28
H -1.25 -1.94 1.12  0.30
O 0.44 0.20 2.96  -0.66
H 0.28 -0.75 3.10  0.36
H 0.27 0.13 2.01  0.20
O 0.52 3.07 0.38  -0.53
H 0.83 3.56 -0.35  0.25
H 0.71 3.75 1.00  0.22
O -2.17 2.91 -0.44  -0.69
H -1.30 3.04 -0.01  0.38
H -2.79 3.52 -0.04  0.32
O 0.33 -2.71 0.27  -0.66
H 0.06 -3.10 -0.57  0.26
H 1.18 -3.14 0.42  0.26
O 2.94 -2.07 -2.08  -0.58
H 3.30 -2.13 -2.97  0.27
H 2.10 -1.65 -2.23  0.31
O 2.55 -0.88 0.82  -0.49
H 3.46 -1.06 0.91  0.24
H 2.38 0.04 0.90  0.21
O 0.04 0.18 0.21  0.03
H -0.90 0.19 0.04  0.01
H 0.38 -0.70 0.03  0.28